C16H12BrN3O7Pb | wB97M-V/def2-TZVPD

* E_HOMO (spin up / spin down): -8.64 / -8.54 eV
* E_tot: -110867.601 eV
* charge: 0
* molecular weight: 645.390 Da
* E_LUMO (spin up / spin down): -3.844 / -2.163 eV

Each line ends with the Löwdin charge.
Positions of all 40 atoms, in Å:
Pb (0.288, 0.051, -2.182)  1.242
Br (2.192, 1.788, -2.900)  0.066
O (-0.909, 3.233, 5.528)  0.059
O (-3.120, 2.131, -0.086)  0.085
O (2.960, 0.703, 1.343)  0.058
O (-2.768, 3.485, 4.401)  0.054
O (2.965, 1.316, 3.449)  0.046
O (0.732, 0.535, 0.197)  -0.207
O (-1.394, 1.685, -1.356)  -0.146
N (-1.574, 3.132, 4.478)  -0.328
N (2.390, 1.174, 2.343)  -0.295
N (-1.906, 1.881, -0.202)  -0.269
C (-1.098, 1.895, 0.989)  -0.050
C (0.399, 2.170, 3.377)  0.104
C (-0.940, 2.573, 3.306)  -0.133
C (1.003, -2.837, -0.023)  -0.131
C (-0.326, -3.343, 0.089)  -0.095
C (-0.465, -0.176, -4.787)  -0.194
C (0.997, 1.602, 2.263)  -0.052
C (0.155, -2.157, 2.015)  -0.098
C (-1.051, -1.321, -4.151)  -0.155
C (1.248, -1.613, -4.177)  -0.186
C (0.244, 1.311, 1.062)  -0.264
C (-1.683, 2.450, 2.123)  0.104
C (1.296, -2.096, 1.166)  -0.064
C (-0.853, -2.920, 1.351)  -0.068
C (0.953, -0.379, -4.840)  -0.226
C (0.011, -2.200, -3.754)  -0.169
H (-2.118, -1.528, -4.057)  0.121
H (2.228, -1.584, 1.373)  0.099
H (-0.845, -3.950, -0.651)  0.094
H (0.076, -1.700, 2.999)  0.097
H (-2.705, 2.809, 2.070)  0.134
H (1.667, 0.271, -5.343)  0.091
H (-0.993, 0.676, -5.226)  0.119
H (2.238, -2.055, -4.078)  0.116
H (0.969, 2.306, 4.292)  0.136
H (-1.847, -3.142, 1.735)  0.100
H (1.688, -3.004, -0.854)  0.090
H (-0.106, -3.176, -3.281)  0.112